C4H9Cl8HgO | the ωB97M-V functional and the def2-TZVPD basis

Last column: natural (NBO) charge in e.
CARTESIAN COORDINATES (ANGSTROEM)
Hg  -0.16852  -0.59441  -0.21035  1.3718
C  0.81587  -3.13997  1.40918  -0.2240
O  0.52955  -2.62251  0.15529  -1.0057
H  1.04613  -4.21452  1.35274  0.1319
H  1.69416  -2.63655  1.86166  0.1172
H  -0.00687  -2.98521  2.12996  0.1304
Cl  -0.78167  0.49103  1.94814  -0.7583
Cl  0.21782  -1.17686  -2.63217  -0.7498
C  3.49539  1.34704  1.08837  -0.3972
Cl  3.09443  2.94868  0.42601  -0.0508
Cl  2.62496  0.03817  0.30755  0.0148
H  4.56253  1.22130  0.95532  0.2121
H  3.21847  1.33625  2.13553  0.2252
C  0.41738  3.61589  -2.03794  -0.3985
Cl  0.35428  4.98045  -0.91495  -0.0440
Cl  -0.18628  2.11816  -1.32962  -0.0084
H  -0.19298  3.86795  -2.89670  0.2142
H  1.43905  3.43728  -2.35187  0.2223
C  -4.49730  -1.46752  -0.22457  -0.3867
Cl  -5.32462  -2.91830  -0.85180  -0.0581
Cl  -2.75069  -1.69102  -0.29875  0.0062
H  -4.78438  -0.61249  -0.82364  0.2170
H  -4.81671  -1.34284  0.80262  0.2185

Computed properties:
- LUMO energy (eV) = 2.69
- net charge = -1
- energy relative to the best compared isomer or geometry (same formula, charge and spin) (eV) = 0.000
- E_tot (Eh) = -4068.0722
- HOMO (eV) = -4.7